Record 1
C11H41CaN12O10 as an isolated structure, computed with wB97M-V/def2-TZVPD.

Structure (XYZ):
```
75
Properties=species:S:1:pos:R:3:forces:R:3
Ca 22.20743 12.99415 15.99634 1.127 -2.006 -1.741
C 23.16423 9.60541 13.86676 0.309 0.486 0.673
C 21.74339 10.12309 13.99551 -0.342 0.075 1.088
O 21.57500 11.51477 14.15612 0.581 0.891 0.720
H 23.22117 8.52889 13.70274 -0.144 0.040 -0.140
H 23.65414 9.78436 14.82946 0.166 0.000 -0.031
H 23.76479 10.14144 13.13084 -0.419 -0.174 -0.449
H 21.33809 9.68100 14.91648 -0.045 -0.528 -0.111
H 21.11795 9.70459 13.20030 -0.089 0.453 -0.362
C 25.00791 8.44840 11.27887 0.229 0.843 0.512
O 25.80218 7.35627 10.89764 0.087 -0.632 -0.272
H 25.18687 8.53744 12.35291 -0.309 -0.038 -0.021
H 25.34139 9.39872 10.85024 0.046 -0.067 -0.263
H 23.93759 8.35439 11.07927 -0.008 -0.286 -0.011
H 25.71131 7.15545 9.96132 -0.092 0.192 -0.047
C 20.98371 7.89453 16.95415 0.426 -0.384 0.064
O 22.31637 7.45671 16.72954 -0.145 -0.133 0.205
H 20.52763 7.36703 17.79482 -0.113 0.037 -0.037
H 21.03515 8.95797 17.19236 -0.337 0.026 -0.134
H 20.42617 7.69796 16.03872 -0.284 0.352 0.169
H 22.25827 6.68514 16.15340 0.596 0.071 -0.298
C 17.98590 11.52268 13.53836 0.294 0.989 0.032
O 18.71616 11.54915 14.77186 0.506 -0.335 -0.227
H 16.93236 11.53443 13.80382 -0.016 -0.051 -0.381
H 18.32339 12.42129 13.01251 -0.702 0.114 -0.268
H 18.26128 10.69865 12.87628 -0.237 -0.391 0.392
H 19.61576 11.38618 14.44679 0.564 0.258 0.527
C 20.98427 6.25221 11.52451 -1.258 -0.472 -0.221
O 21.12561 6.66330 10.38867 0.696 0.380 0.216
N 20.85703 7.01491 12.64192 0.024 0.179 -0.268
N 20.76285 4.92066 11.76837 0.265 -0.438 -0.374
H 20.93148 8.01075 12.55756 -0.075 -0.087 0.118
H 20.62577 6.55929 13.50270 0.219 0.363 0.193
H 20.57572 4.52177 12.66896 0.162 0.051 -0.005
H 20.94294 4.31147 10.98937 -0.183 -0.046 0.089
C 24.32509 10.72392 17.75158 -0.609 -0.812 -0.967
O 23.68954 11.66417 17.21945 -0.342 0.740 0.509
N 24.04445 9.46636 17.42110 -0.633 -0.101 -0.312
N 25.34265 10.83248 18.59626 0.428 1.179 0.506
H 23.25046 9.29055 16.82604 0.148 -0.409 0.033
H 24.48627 8.68113 17.85974 -0.096 -0.200 -0.096
H 25.68763 9.99044 19.01382 0.346 0.192 0.257
H 25.64615 11.74303 18.89918 0.057 -0.216 0.140
C 22.35679 12.97092 10.77149 -0.957 -0.731 -0.399
O 22.75053 13.37484 9.70079 0.273 0.561 0.272
N 22.71791 13.37039 12.02803 0.697 0.676 0.459
N 21.39065 11.99539 10.89042 -0.087 -0.491 0.200
H 22.44608 12.76763 12.78915 -0.063 -0.037 0.282
H 23.43805 14.05310 12.18632 0.124 -0.189 -0.379
H 21.25852 11.57604 11.79618 -0.371 0.096 -0.064
H 20.77606 11.73793 10.14048 0.354 0.034 -0.196
C 23.45821 5.22769 13.59285 0.114 0.329 -0.922
O 23.19886 6.22844 14.25721 0.186 -0.160 0.468
N 24.10436 5.25308 12.40023 -0.238 0.469 0.597
N 23.07264 3.97839 13.93647 -0.283 0.185 0.527
H 24.22593 4.38666 11.91361 0.338 0.270 -0.377
H 24.43368 6.13669 12.04494 0.192 -0.267 -0.313
H 23.22765 3.24902 13.26840 -0.137 -0.516 0.556
H 22.75334 3.87047 14.88265 -0.042 -0.575 -0.188
C 25.48805 12.98096 14.57629 0.948 -1.850 0.212
O 24.39890 13.24764 15.10068 -0.808 0.896 -0.251
N 25.65593 12.01012 13.64311 -1.065 -0.487 -0.156
N 26.65448 13.48064 15.00431 -0.717 1.003 0.590
H 24.88497 11.35918 13.60137 -0.124 0.212 -0.245
H 26.53942 11.53467 13.56269 0.184 0.297 -0.027
H 26.53709 14.26687 15.62421 0.761 0.044 -0.090
H 27.50312 13.23967 14.52724 0.180 0.447 0.143
C 16.78324 8.50840 15.42758 -0.853 0.444 -0.385
O 15.84625 9.27929 15.53373 -0.225 -0.394 0.275
N 16.68440 7.14402 15.31512 0.000 -0.137 0.218
N 18.05658 8.95394 15.35430 0.178 -0.674 0.055
H 17.48287 6.66422 14.94353 -0.250 -0.318 -0.051
H 15.78304 6.70348 15.27274 0.006 0.152 -0.148
H 18.21105 9.91468 15.61692 0.432 0.067 -0.286
H 18.75208 8.23408 15.33992 0.458 0.540 0.211
```
Forces are in eV/Å.

Computed properties:
- Highest occupied orbital energy: -11.26 eV
- E_tot: -68867.9087 eV
- Net charge: +1

Mulliken atomic charge list, values in e, 6 entries:
1. Ca 1.6226
2. C -0.4107
3. C 0.5376
4. O -0.6352
5. H -0.2905
6. H 0.4146

Record 2
An isolated ion of composition C6H14NO and charge -2, computed with wB97M-V/def2-TZVPD.

Structure (XYZ):
```
22
Properties=species:S:1:pos:R:3:forces:R:3
C 1.00994 0.12420 -0.48300 -0.247 -0.277 0.308
C 2.05686 -0.98546 -0.27797 -0.636 0.021 -0.268
C 2.72797 -1.00146 1.10878 0.812 -0.571 -0.048
O 3.49708 -2.09620 1.35564 -0.261 0.284 -0.069
C -0.44050 -0.32899 -0.25588 0.566 0.732 -0.255
N -1.38277 0.75146 -0.55744 -0.725 -0.248 0.401
C -1.58199 1.63512 0.59092 0.073 0.828 -0.451
C -2.68212 0.19240 -0.99787 0.963 0.072 0.403
H 1.04723 0.53910 -1.49030 0.061 0.137 -0.060
H 1.19862 0.93498 0.22707 0.133 0.204 -0.091
H 2.80370 -0.90899 -1.07188 0.279 -0.071 0.125
H 1.56618 -1.95624 -0.42233 0.072 -0.065 0.049
H 1.90283 -0.85938 1.85356 -0.088 0.140 0.004
H 3.33338 -0.05111 1.13943 -0.212 0.172 0.122
H -0.66327 -1.13675 -0.94737 -0.045 -0.336 0.103
H -0.53897 -0.64865 0.79023 -0.177 -0.396 -0.091
H -0.83647 1.48441 1.36425 0.161 -0.336 0.228
H -1.45087 2.70135 0.31543 -0.207 -0.276 -0.055
H -2.57707 1.51736 1.02791 0.031 -0.096 0.078
H -3.45435 0.96554 -0.97647 0.007 -0.085 -0.324
H -2.52524 -0.26419 -1.97793 -0.384 0.124 -0.157
H -3.01016 -0.60850 -0.31477 -0.174 0.043 0.049
```
Forces are in eV/Å.

Computed properties:
- Highest occupied orbital energy (spin up / spin down): 3.57 / -0.05 eV
- E_tot: -9981.8580 eV
- Net charge: -2
- 2S+1: 2

Mulliken atomic charge list, values in e, 6 entries:
1. C -0.5759
2. C -0.5437
3. C -0.4172
4. O -0.9212
5. C -0.7789
6. N 1.0585

Record 3
C30H44F5N9OPSe2Ti as an isolated structure, computed with wB97M-V/def2-TZVPD.

Structure (XYZ):
```
93
Properties=species:S:1:pos:R:3:forces:R:3
Ti -0.60498 -0.71095 0.15250 0.447 0.805 0.615
C 4.82682 0.30895 3.13383 -0.033 0.025 -0.035
Se 3.08478 0.79782 2.42105 -0.004 -0.048 0.046
C 3.71616 1.49205 0.71335 -0.020 -0.041 0.057
C 2.74998 2.50970 0.15154 -0.011 -0.023 0.016
Se 1.05162 1.81616 -0.55895 0.061 -0.118 -0.181
C 0.21582 3.56879 -0.53635 -0.060 -0.044 0.055
H 5.29870 -0.43878 2.50138 0.011 -0.010 0.001
H 4.66461 -0.10847 4.12485 -0.021 0.003 -0.010
H 5.45300 1.19386 3.21321 0.010 -0.010 0.005
H 3.90393 0.67097 0.01897 -0.006 0.000 -0.022
H 4.66652 1.98264 0.92180 0.022 0.034 -0.070
H 3.18835 3.01858 -0.70656 0.040 0.036 0.029
H 2.49508 3.25026 0.90752 0.002 0.004 0.016
H 0.79158 4.21223 -1.19549 0.013 0.031 0.000
H 0.22627 3.94480 0.48222 -0.021 0.022 0.014
H -0.80121 3.47968 -0.89892 0.015 -0.026 -0.015
N -4.00003 -0.39800 0.26732 0.050 0.032 0.064
C -3.29808 0.44189 -0.54187 0.010 -0.129 0.018
N -3.79150 1.44138 -1.21729 0.112 0.209 -0.209
N -2.73219 1.95547 -1.89700 -0.120 -0.136 0.062
N -1.66167 1.31755 -1.65758 -0.206 -0.004 0.076
N -1.96363 0.31270 -0.75736 -0.314 0.510 -0.413
C -3.42370 -1.51204 0.80444 -0.020 0.104 -0.127
N -4.01782 -2.41333 1.52706 0.075 -0.327 0.174
N -3.04223 -3.32833 1.80701 -0.068 0.129 -0.122
N -1.92933 -3.00800 1.28947 -0.197 0.092 0.053
N -2.11792 -1.81340 0.61120 -0.143 -0.559 0.087
H -4.98474 -0.23416 0.41141 -0.003 -0.010 -0.021
F -1.30799 2.07962 1.90675 0.012 -0.105 -0.126
C -0.69398 1.13722 2.63683 -0.013 -0.005 -0.005
C -0.35700 -0.08763 2.07996 0.025 0.017 0.150
C 0.25887 -1.00700 2.90946 0.133 -0.016 -0.154
F 0.64528 -2.18812 2.38376 -0.030 0.061 -0.004
C 0.57976 -0.73904 4.22134 -0.054 -0.073 0.148
F 1.23119 -1.62205 4.97287 -0.034 0.030 -0.051
C 0.23669 0.49765 4.73895 0.052 0.079 0.220
F 0.54174 0.79251 5.99341 -0.026 -0.024 -0.088
C -0.40305 1.44267 3.94904 -0.004 0.071 0.119
F -0.71307 2.62813 4.46320 0.009 -0.064 -0.034
O 0.84786 -1.48360 -0.60734 0.552 -0.729 -0.508
P 1.75830 -2.22454 -1.68765 -0.104 0.091 0.201
C 1.01777 -3.86813 -1.99132 -0.092 0.123 -0.014
C -0.48342 -3.92736 -1.68461 0.014 -0.013 -0.103
C -1.31938 -3.28118 -2.78373 0.064 -0.009 -0.011
C -1.04873 -3.96105 -4.12660 -0.006 -0.050 0.019
C 0.43685 -3.97755 -4.49153 -0.025 0.030 0.107
C 1.30517 -4.51941 -3.35782 0.006 -0.031 0.021
C 3.41802 -2.39933 -0.95800 -0.007 -0.032 -0.011
C 4.32800 -3.45974 -1.63048 0.008 0.007 0.060
C 4.19001 -4.88919 -1.09405 -0.020 0.058 0.043
C 4.17142 -4.94726 0.43348 0.016 0.036 -0.002
C 3.15123 -3.98363 1.03608 -0.011 0.003 -0.065
C 3.42369 -2.55602 0.57218 0.012 -0.054 -0.005
C 1.96366 -1.00388 -3.00448 -0.062 -0.022 -0.064
C 0.68762 -0.40230 -3.60611 0.086 0.061 -0.080
C 1.03569 0.90372 -4.34898 0.007 -0.029 -0.007
C 2.45575 0.88136 -4.93633 -0.021 -0.033 0.026
C 2.83903 -0.53958 -5.33468 -0.053 0.012 0.005
C 2.99477 -1.41827 -4.08526 -0.053 0.106 0.007
H 1.54521 -4.44077 -1.22864 -0.065 -0.090 0.053
H -0.69826 -3.52692 -0.69685 -0.010 -0.017 -0.009
H -0.74278 -4.98886 -1.62719 0.013 -0.011 0.014
H -1.09580 -2.20956 -2.85711 -0.015 -0.026 0.026
H -2.37829 -3.35993 -2.53470 -0.022 0.007 0.020
H -1.62136 -3.48000 -4.92052 -0.001 0.005 -0.006
H -1.40882 -4.99306 -4.06359 -0.003 0.009 -0.019
H 0.76577 -2.97199 -4.75654 -0.004 0.060 -0.021
H 0.59077 -4.58818 -5.38226 0.022 -0.012 0.007
H 2.36508 -4.46981 -3.61202 0.012 0.012 -0.026
H 1.08028 -5.58124 -3.21961 0.016 -0.008 -0.008
H 3.83912 -1.41510 -1.19323 0.055 0.011 0.028
H 5.35102 -3.12579 -1.43536 0.001 0.014 0.007
H 4.21750 -3.45117 -2.71537 0.010 0.001 -0.008
H 5.03333 -5.46938 -1.47177 -0.003 -0.008 -0.021
H 3.30069 -5.37664 -1.49850 -0.044 0.014 0.013
H 5.16405 -4.68016 0.81251 -0.015 -0.009 -0.005
H 3.97753 -5.96900 0.76228 0.001 0.009 0.000
H 3.19608 -4.01880 2.12524 0.001 0.008 0.003
H 2.12987 -4.28432 0.77458 0.018 0.003 0.018
H 4.43132 -2.27547 0.89924 0.002 -0.002 -0.003
H 2.74566 -1.84538 1.04100 -0.018 0.004 -0.006
H 2.40441 -0.19941 -2.39832 0.044 0.058 -0.031
H -0.04633 -0.17526 -2.83242 -0.012 0.000 0.009
H 0.21829 -1.10509 -4.29239 0.018 -0.042 0.001
H 0.92035 1.74794 -3.66781 0.003 -0.014 -0.006
H 0.30839 1.04338 -5.14980 -0.008 0.012 0.002
H 3.17696 1.25282 -4.19974 0.004 0.003 -0.013
H 2.51922 1.55400 -5.79092 -0.009 0.007 0.004
H 3.76541 -0.56016 -5.90839 0.004 -0.003 0.008
H 2.06050 -0.95254 -5.98390 0.023 0.005 0.003
H 4.00191 -1.29851 -3.68083 0.008 0.005 0.018
H 2.88958 -2.46637 -4.36144 -0.027 -0.050 -0.011
```
Forces are in eV/Å.

Computed properties:
- Highest occupied orbital energy: -11.05 eV
- E_tot: -223961.3316 eV
- Net charge: +1

Mulliken atomic charge list, values in e, 6 entries:
1. Ti -1.0591
2. C -1.1075
3. Se 0.3147
4. C -0.6332
5. C -1.2621
6. Se 0.7414

Record 4
One molecule with the formula C4H4S, computed with wB97M-V/def2-TZVPD.

Structure (XYZ):
```
9
Properties=species:S:1:pos:R:3:forces:R:3
C -1.48235 0.23319 -0.32069 -2.582 0.711 0.261
C -0.13342 0.54153 0.25218 2.001 -0.438 2.011
C 0.90243 -0.48000 0.00196 2.698 -1.426 0.262
C 1.98054 -1.06983 -0.03892 -1.601 1.117 -0.692
H -1.91846 1.00347 -0.98044 0.843 -0.248 -0.073
H 0.45085 1.43379 -0.10778 -1.553 -0.286 0.005
H -0.10408 0.63950 1.42666 -0.680 -0.113 -2.132
H 2.96750 -1.45298 -0.31469 -1.042 0.089 0.468
S -2.66302 -0.84868 0.08172 1.917 0.593 -0.110
```
Forces are in eV/Å.

Computed properties:
- Highest occupied orbital energy: -8.96 eV
- E_tot: -15044.4541 eV
- SMILES: C#CCC=S

Mulliken atomic charge list, values in e, 6 entries:
1. C -0.2838
2. C -0.1113
3. C -0.4257
4. C -0.1265
5. H 0.2703
6. H 0.2346

Record 5
One molecule with the formula C30H30BF3N2O3, computed with wB97M-V/def2-TZVPD.

Structure (XYZ):
```
69
Properties=species:S:1:pos:R:3:forces:R:3
C 5.18218 -3.62740 -2.80039 -0.158 0.695 0.281
O 4.85793 -2.38277 -2.13925 0.157 -0.498 -0.330
C 3.55651 -2.04352 -1.95175 -0.721 0.013 0.181
C 2.46291 -2.74857 -2.49877 0.993 0.222 0.198
C 1.18184 -2.32301 -2.20909 -0.182 0.061 0.089
C 0.92304 -1.28370 -1.31592 -0.731 0.034 0.065
C -0.57691 -0.86526 -1.18530 0.881 -2.665 -2.268
C -1.58181 -2.01339 -1.18714 -0.055 -0.904 0.410
C -2.97497 -1.80831 -1.55982 0.473 -0.876 -0.328
C -3.72597 -0.69758 -1.95114 -0.623 -0.026 -0.028
C -5.04841 -0.88893 -2.37764 0.610 0.221 0.225
C -5.59751 -2.17460 -2.49144 0.422 -0.387 0.078
C -4.82165 -3.31038 -2.20977 -0.684 0.603 -0.022
C -3.54909 -3.10570 -1.70235 0.995 0.034 -0.250
N -2.55757 -4.04805 -1.43010 -0.458 0.261 0.284
C -2.66027 -5.46637 -1.71454 0.206 0.051 -0.008
C -1.39708 -3.39343 -1.08010 -0.508 1.652 -0.391
C 2.01482 -0.59525 -0.76504 -0.473 -0.118 -0.104
C 3.31051 -0.92361 -1.12219 0.205 -0.831 -0.402
H 6.26919 -3.67693 -2.72010 -0.187 -0.149 -0.100
H 4.72656 -4.48912 -2.29070 0.054 0.279 -0.097
H 4.88747 -3.61218 -3.85998 0.020 0.024 0.285
H 2.60387 -3.62113 -3.13822 0.065 0.333 0.139
H 0.34702 -2.83577 -2.68530 0.254 0.191 0.106
H -0.74871 -0.45649 -2.20564 -0.055 -0.065 0.373
H -3.29916 0.30809 -1.92668 -0.244 -0.265 -0.016
H -5.64679 -0.01352 -2.63295 0.115 -0.290 0.038
H -6.62935 -2.27916 -2.82398 0.279 -0.070 0.012
H -5.19590 -4.31353 -2.38637 -0.117 0.168 0.073
H -3.71453 -5.74214 -1.79743 0.262 -0.029 0.140
H -2.15671 -5.72409 -2.66011 -0.180 0.117 0.193
H -2.18405 -6.03867 -0.91259 -0.202 0.027 -0.084
H -0.49880 -3.94432 -0.83460 -0.175 0.029 -0.026
H 1.86523 0.21968 -0.05658 0.040 -0.173 -0.268
H 4.15320 -0.34939 -0.75274 -0.043 -0.170 0.062
C 1.92399 2.66893 5.10233 0.213 -0.637 0.337
C 1.41227 3.69168 4.12163 0.077 0.089 0.413
C 0.26506 4.45327 4.74161 -0.561 0.146 -0.072
C 2.52193 4.65789 3.75839 0.268 0.170 -0.440
O 0.97808 3.07413 2.83073 -0.431 -0.619 -0.113
C 0.29464 1.91266 2.79042 -0.262 -0.311 2.751
N -0.03726 1.51587 1.45717 -0.081 -2.639 -0.738
C -0.72049 0.31402 1.21204 -0.112 4.023 -0.689
B -2.16025 0.22919 2.21108 -0.610 -1.225 0.078
F -3.07433 -0.36662 1.31052 0.322 0.356 0.485
F -1.99365 -0.51318 3.34265 -0.269 0.195 -0.038
F -2.48249 1.58791 2.39290 0.171 -0.671 -0.025
C -0.90793 0.25916 -0.33633 0.568 2.759 2.315
C -0.20410 1.51412 -0.79828 0.283 -0.115 -0.161
C 0.33293 2.20215 0.27700 0.119 0.416 -0.698
C 1.11031 3.34082 0.09613 0.320 0.330 -0.267
C 1.40422 3.75449 -1.21253 -0.454 -0.489 0.186
C 0.84567 3.06746 -2.29478 -0.198 -0.150 -0.127
C 0.03968 1.94174 -2.09200 0.056 0.479 0.141
O -0.01439 1.22610 3.74401 0.517 1.114 -1.923
H 2.77369 2.12049 4.67981 -0.154 -0.038 0.083
H 2.27329 3.17195 6.01615 -0.102 -0.020 -0.351
H 1.12462 1.97067 5.36269 0.428 0.140 0.108
H -0.07456 5.25797 4.08064 -0.060 -0.176 0.074
H -0.56873 3.78362 4.97664 0.077 0.141 -0.071
H 0.60912 4.91333 5.67711 -0.056 -0.142 -0.220
H 2.15732 5.44930 3.09515 0.058 -0.126 0.008
H 2.90698 5.14250 4.66486 -0.197 -0.186 -0.153
H 3.36293 4.14514 3.27873 -0.159 0.044 0.024
H -1.98138 0.44336 -0.42721 -0.166 -0.123 0.368
H 1.46759 3.89274 0.95152 0.142 -0.054 -0.238
H 2.05954 4.60547 -1.39747 -0.269 -0.162 0.183
H 1.00883 3.41559 -3.31648 0.074 -0.091 0.333
H -0.43012 1.42458 -2.92121 0.211 0.073 -0.072
```
Forces are in eV/Å.

Computed properties:
- Highest occupied orbital energy: -7.62 eV
- E_tot: -49551.6770 eV

Mulliken atomic charge list, values in e, 6 entries:
1. C -0.8245
2. O -0.4574
3. C 0.6739
4. C -0.7017
5. C -1.1963
6. C 0.2482

Computed values of relative energy (zero: lowest compared OMol25 entry of this formula, charge and spin) (unit: eV) for the preceding records, in sequence: 0.875 0.523 0.686 3.225 0.237.